1.
Computed, not measured: an isolated molecule of C27H39ClN4O2, with ωB97M-V/def2-TZVPD.

- ΔE to the lowest compared entry with this formula, charge and spin (kJ/mol) = 33.0
- gap between HOMO and LUMO (eV) = 8.011
- molecular weight (u) = 487.1
- total charge = 0
- E_HOMO (eV) = -7.940
- LUMO level (eV) = 0.1

CARTESIAN COORDINATES (ANGSTROEM)
C  -5.6605  -1.2181  2.3290
H  -5.8102  -0.5668  3.1872
H  -6.6181  -1.3580  1.8333
H  -5.3214  -2.1874  2.6883
C  -4.6340  -0.6213  1.3732
H  -4.4721  -1.3201  0.5512
H  -3.6895  -0.4832  1.9030
C  -5.0651  0.7448  0.8310
N  -3.9166  1.5672  0.4690
C  -2.9768  1.0139  -0.4928
H  -3.0887  -0.0692  -0.5471
H  -3.1373  1.4123  -1.5042
C  -1.5436  1.3404  -0.0621
H  -1.4651  2.4065  0.1528
H  -1.3088  0.7957  0.8538
C  -0.5277  0.9901  -1.1502
N  0.8252  1.2733  -0.7285
C  1.3847  2.4936  -0.8972
O  0.8623  3.3721  -1.5526
C  2.7571  2.6611  -0.2514
C  2.7616  2.2922  1.2351
C  4.1825  2.4335  1.7877
N  5.1549  1.6182  1.0917
C  5.1689  1.9155  -0.3249
C  3.7968  1.8293  -1.0125
H  3.4646  0.7927  -1.0652
H  3.8843  2.2004  -2.0354
H  5.5465  2.9390  -0.4298
H  5.8758  1.2414  -0.8140
C  5.2214  0.2146  1.4572
C  4.3322  -0.7400  0.7199
C  4.6533  -1.5843  -0.3111
O  3.5205  -2.2359  -0.6809
C  2.5556  -1.7689  0.1372
N  2.9974  -0.8838  0.9859
C  1.1898  -2.2235  0.0054
C  0.8144  -3.0336  -1.0663
C  -0.4955  -3.4468  -1.2008
C  -1.4352  -3.0534  -0.2588
C  -1.0762  -2.2539  0.8177
C  0.2332  -1.8387  0.9464
H  0.5369  -1.2219  1.7776
H  -1.8195  -1.9646  1.5431
Cl  -3.0720  -3.5745  -0.4292
H  -0.7909  -4.0704  -2.0298
H  1.5546  -3.3320  -1.7925
C  5.9120  -1.8762  -1.0376
H  6.7546  -1.4336  -0.5147
H  6.0579  -2.9526  -1.1131
H  5.8699  -1.4701  -2.0487
H  5.0006  0.1420  2.5243
H  6.2574  -0.1105  1.2983
H  4.5116  3.4741  1.6872
H  4.2038  2.1731  2.8481
H  2.4448  1.2594  1.3848
H  2.0819  2.9476  1.7824
H  3.0209  3.7200  -0.3512
H  1.2449  0.6239  -0.0825
H  -0.5977  -0.0691  -1.4148
H  -0.7185  1.5986  -2.0376
C  -4.3531  2.9089  0.1264
C  -5.3855  2.9472  -1.0096
C  -6.5704  2.0432  -0.6784
C  -6.0765  0.6432  -0.3192
H  -5.5943  0.1844  -1.1858
H  -6.9182  0.0137  -0.0270
H  -7.2585  1.9984  -1.5260
H  -7.1153  2.4584  0.1737
H  -4.9213  2.6089  -1.9386
H  -5.7205  3.9746  -1.1611
H  -3.4766  3.5003  -0.1450
H  -4.7934  3.3508  1.0264
H  -5.5492  1.2853  1.6565

Here are the Löwdin charges for atoms 1 to 6, given in e: number 1, C, carries -0.09; number 2, H, carries 0.07; number 3, H, carries 0.07; number 4, H, carries 0.07; number 5, C, carries -0.23; number 6, H, carries 0.06


2.
Computed, not measured: a cluster of 3 separate species, C27H39N8O7 in total, with ωB97M-V/def2-TZVPD.

- gap between HOMO and LUMO (eV) = 8.254
- molecular weight (u) = 587.7
- total charge = +1
- E_HOMO (eV) = -10.923
- LUMO level (eV) = -2.7

CARTESIAN COORDINATES (ANGSTROEM)
C  -8.8100  0.5575  -3.7555
C  -7.8447  0.4978  -2.6179
O  -7.9988  0.0089  -1.5436
O  -6.6315  1.0947  -2.9430
C  -5.5488  0.6643  -2.2062
O  -4.8096  1.4286  -1.6768
C  -5.3126  -0.8463  -2.1994
N  -3.9260  -1.1047  -2.5461
C  -3.1525  -1.9031  -1.8042
N  -3.5619  -2.5818  -0.7301
C  -2.4821  -3.2087  -0.2826
C  -2.4988  -4.1147  0.8922
N  -1.4170  -2.9406  -1.0311
C  -0.0373  -3.3909  -0.8867
C  0.8330  -2.5599  0.0899
C  0.1927  -1.3044  0.7020
C  -0.5722  -1.5297  2.0116
C  -0.4020  -0.4115  3.0490
N  -0.8355  -0.8888  4.3549
N  -1.8542  -2.1097  -2.0432
C  -1.0075  -1.6060  -3.1193
C  -0.1802  -0.3661  -2.7668
C  -0.0120  0.5578  -3.9894
N  0.3831  1.9155  -3.6954
H  -8.4897  -0.1571  -4.5164
H  -8.7929  1.5495  -4.2062
H  -9.8049  0.3113  -3.3968
H  -6.0004  -1.3764  -2.8590
H  -5.4738  -1.1856  -1.1762
H  -3.5364  -0.6289  -3.3419
H  -1.5736  -4.6772  1.0034
H  -3.3241  -4.8156  0.7678
H  -2.6650  -3.5426  1.8045
H  -0.0993  -4.4290  -0.5629
H  0.4207  -3.4136  -1.8727
H  1.7406  -2.2602  -0.4378
H  1.1549  -3.2157  0.9013
H  1.0084  -0.5991  0.8894
H  -0.4501  -0.8087  -0.0281
H  -0.2487  -2.4651  2.4803
H  -1.6467  -1.6217  1.8310
H  0.6352  -0.0520  3.0385
H  -1.0644  0.4133  2.7731
H  -0.0797  -1.2844  4.8972
H  -1.2983  -0.1763  4.8973
H  -1.6659  -1.4134  -3.9709
H  -0.3675  -2.4293  -3.4361
H  0.8182  -0.6933  -2.4685
H  -0.6188  0.1823  -1.9316
H  0.7590  0.1264  -4.6335
H  -0.9342  0.5648  -4.5848
H  -0.1825  2.3491  -2.9791
H  1.3617  1.9772  -3.4562
C  6.6047  3.7087  -2.6460
C  5.2563  3.7996  -2.3252
C  4.4480  2.6776  -2.3980
C  5.0172  1.4798  -2.7937
C  6.3569  1.3647  -3.1194
C  7.1525  2.4960  -3.0433
N  4.1729  0.2792  -2.8680
O  2.9820  0.3961  -2.6115
O  4.6929  -0.7687  -3.1786
H  7.2320  4.5879  -2.5855
H  4.8330  4.7454  -2.0168
H  3.3992  2.7307  -2.1484
H  6.7649  0.4136  -3.4265
H  8.2018  2.4293  -3.2947
C  4.0475  3.4876  6.5903
C  2.7445  3.5877  7.0603
C  1.9090  2.4828  7.0352
C  2.4062  1.2932  6.5347
C  3.6989  1.1686  6.0590
C  4.5224  2.2823  6.0893
N  1.5282  0.1125  6.5180
O  0.3893  0.2434  6.9167
O  1.9861  -0.9320  6.0898
H  4.6973  4.3521  6.6184
H  2.3780  4.5265  7.4519
H  0.8942  2.5397  7.3990
H  4.0510  0.2213  5.6794
H  5.5381  2.2067  5.7261

Here are the Löwdin charges for atoms 1 to 6, given in e: number 1, C, carries 0.04; number 2, C, carries -0.49; number 3, O, carries 0.16; number 4, O, carries 0.09; number 5, C, carries -0.42; number 6, O, carries 0.18


3.
Computed, not measured: a structure of composition C27H39N9O2W, with ωB97M-V/def2-TZVPD.

- ΔE to the lowest compared entry with this formula, charge and spin (kJ/mol) = 4.2
- gap between HOMO and LUMO (alpha / beta) (eV) = 7.132 / 7.170
- molecular weight (u) = 705.5
- total charge = +2
- E_HOMO (alpha / beta) (eV) = -13.521 / -13.405
- LUMO level (alpha / beta) (eV) = -6.4 / -6.2

CARTESIAN COORDINATES (ANGSTROEM)
W  -0.5398  0.7690  -0.0117
O  -1.0362  0.1606  1.7650
C  -1.8770  -0.8487  2.0595
C  -1.5978  -1.6823  3.1428
C  -2.4611  -2.7174  3.4398
C  -3.6313  -2.9302  2.7002
C  -3.9392  -2.0768  1.6685
C  -3.0538  -1.0412  1.3154
C  -3.4677  -0.0179  0.3967
N  -2.6595  0.8201  -0.1746
C  -3.2042  2.1421  -0.5598
C  -2.3937  3.1296  0.2745
N  -0.9836  2.8616  -0.1011
C  -0.3875  3.7919  -0.7762
C  0.7784  3.5990  -1.5971
C  1.4747  4.7099  -2.1013
C  2.4984  4.5338  -3.0051
C  2.7987  3.2465  -3.4584
C  2.1062  2.1387  -3.0041
C  1.1050  2.3159  -2.0534
O  0.4247  1.2363  -1.6010
H  -0.7123  -1.5051  3.7372
H  -2.2347  -3.3688  4.2732
H  -4.3027  -3.7338  2.9647
H  -4.8672  -2.1887  1.1226
H  -4.5395  0.1416  0.2731
H  -4.2722  2.1928  -0.3427
H  -3.0416  2.3235  -1.6250
H  -2.5348  2.9427  1.3404
H  -2.6587  4.1636  0.0500
H  -0.8508  4.7774  -0.8120
H  1.2016  5.7013  -1.7640
H  3.0500  5.3831  -3.3800
H  3.5848  3.1117  -4.1898
H  2.3265  1.1431  -3.3630
C  -2.9524  -2.7314  -2.3859
N  -1.7268  -1.9726  -2.1578
C  -1.5664  -0.7904  -2.9868
C  -0.8944  -2.2605  -1.1376
N  -0.2414  -1.3075  -0.4711
N  -0.7469  -3.5569  -0.7978
C  -0.1701  -3.9316  0.4847
C  -0.7961  -4.6304  -1.7896
H  -3.7953  -2.0375  -2.3965
H  -3.1047  -3.4508  -1.5868
H  -2.9281  -3.2553  -3.3421
H  -1.9142  -1.0347  -3.9908
H  -0.5204  -0.5018  -3.0369
H  -2.1597  0.0568  -2.6254
H  0.5245  -1.7169  0.0522
H  0.9251  -3.9537  0.4505
H  -0.5140  -4.9324  0.7400
H  -0.5032  -3.2498  1.2663
H  -0.9165  -4.2191  -2.7872
H  -1.6133  -5.3214  -1.5812
H  0.1447  -5.1807  -1.7533
C  2.0125  2.0468  1.3793
N  1.5779  0.6614  0.9590
C  2.6509  0.1391  0.0267
N  3.9559  0.1474  0.6311
C  4.2896  1.5222  1.0148
N  3.3218  2.0536  1.9780
C  3.3164  1.1875  3.1594
N  2.9617  -0.1895  2.8006
C  1.6494  -0.1861  2.2118
C  3.9368  -0.6876  1.8315
H  1.2671  2.4196  2.0872
H  2.0123  2.6766  0.4866
H  2.6592  0.7716  -0.8563
H  2.3811  -0.8764  -0.2704
H  4.2950  2.1521  0.1229
H  5.2836  1.5395  1.4595
H  2.5961  1.5689  3.8850
H  4.3067  1.1955  3.6129
H  0.9305  0.2177  2.9217
H  1.3544  -1.2063  1.9485
H  3.6821  -1.7127  1.5536
H  4.9262  -0.6874  2.2866

Here are the Löwdin charges for atoms 1 to 6, given in e: number 1, W, carries 1.73; number 2, O, carries -0.26; number 3, C, carries -0.31; number 4, C, carries 0.00; number 5, C, carries -0.03; number 6, C, carries -0.04


> Look up the total charge of the first one.

0